[1]
Computed, not measured: a cluster of 2 separate species, C2H8P2S in total, with the ωB97M-V functional and the def2-TZVPD basis.

Computed properties:
* M: 126.10 g mol⁻¹
* electronic energy: -31614.727 eV
* ΔE to the lowest compared entry with this formula, charge and spin: 1.998 eV
* Kohn-Sham gap: 7.77 eV

Last column: natural (NBO) charge in e.
Cartesian coordinates (Å):
C  -1.5642  1.9115  0.6581  -0.83
C  2.0075  -1.2883  -1.7630  -0.73
P  0.7529  -1.6788  1.6247  -0.06
P  -0.5741  -1.6847  0.0914  0.19
S  0.2045  -0.8791  -1.7241  -0.06
H  -0.9162  2.0541  -0.1603  0.21
H  -1.4179  1.1058  1.2272  0.21
H  -2.4592  1.7088  0.1180  0.21
H  2.5512  -0.3242  -2.2236  0.23
H  2.2639  -1.3106  -0.7026  0.22
H  2.3171  -2.1791  -2.2952  0.23
H  1.9581  -0.9433  1.0370  -0.02
H  -1.6563  2.7143  1.2270  0.20


[2]
Computed, not measured: the molecule C2H8P2S2, with the ωB97M-V functional and the def2-TZVPD basis.

Computed properties:
* M: 158.17 g mol⁻¹
* electronic energy: -42450.078 eV
* ΔE to the lowest compared entry with this formula, charge and spin: 1.039 eV
* Kohn-Sham gap: 9.68 eV

Last column: natural (NBO) charge in e.
Cartesian coordinates (Å):
C  -1.5638  0.4594  -0.1249  -0.80
C  1.2009  0.5516  0.8813  -0.74
P  1.4207  -0.9010  -1.7545  0.21
P  -0.2484  -0.7067  0.6349  0.57
S  -3.1476  -0.2594  0.4517  -0.06
S  2.6024  0.2391  -0.4750  -0.13
H  -1.6688  0.0950  -1.1223  0.23
H  -1.6194  1.5512  -0.0151  0.24
H  0.9367  1.5473  0.7196  0.21
H  1.6995  0.4140  1.8801  0.24
H  2.2584  -1.9879  -1.9837  -0.01
H  1.8226  -0.3448  -2.8889  -0.03
H  -0.6948  -0.2664  1.9358  -0.05
H  -2.9984  -0.3913  1.8611  0.13


[3]
Computed, not measured: a cluster of 2 separate species, C2H8S2 in total, with the ωB97M-V functional and the def2-TZVPD basis.

Computed properties:
* M: 96.22 g mol⁻¹
* electronic energy: -23873.341 eV
* ΔE to the lowest compared entry with this formula, charge and spin: 0.805 eV
* Kohn-Sham gap: 9.88 eV

Last column: natural (NBO) charge in e.
Cartesian coordinates (Å):
C  -1.9073  -1.0117  0.0920  -0.74
S  -2.0013  0.3215  -1.2197  -0.05
H  -2.2198  -0.3815  0.9758  0.22
H  -2.6271  -1.8473  -0.1145  0.22
H  -0.8658  -1.2731  0.4489  0.24
H  -1.1548  -0.2208  -2.0026  0.10
C  2.0933  1.2818  0.5448  -0.75
S  1.8556  -0.4358  0.9499  -0.04
H  3.1603  1.5799  0.7962  0.22
H  1.7672  1.4684  -0.4777  0.23
H  1.3458  1.7728  1.1613  0.23
H  1.8083  -0.8902  -0.2930  0.11


[4]
Computed, not measured: a cluster of 2 separate species, C2H8S3 in total, with the ωB97M-V functional and the def2-TZVPD basis.

Computed properties:
* M: 128.29 g mol⁻¹
* electronic energy: -34707.917 eV
* ΔE to the lowest compared entry with this formula, charge and spin: 1.481 eV
* Kohn-Sham gap: 8.51 eV

Last column: natural (NBO) charge in e.
Cartesian coordinates (Å):
C  -4.2518  -0.5126  -0.4846  -0.72
S  -3.7446  0.7480  -1.7435  -0.08
H  -4.8365  -0.0074  0.2981  0.23
H  -4.8402  -1.3276  -0.9074  0.22
H  -3.1897  -0.7117  -0.0422  0.23
H  -2.4379  0.4943  -2.0609  0.13
C  0.7809  -0.7163  -0.2749  -0.75
S  2.5337  -0.3231  0.0551  0.05
S  3.2063  0.2162  2.0492  -0.13
H  0.1109  -1.0333  0.5587  0.24
H  0.9331  -1.3831  -1.1300  0.24
H  0.2248  0.2169  -0.5625  0.22
H  2.0890  0.6855  2.5742  0.13


[5]
Computed, not measured: a cluster of 2 separate species, C2H8S3 in total, with the ωB97M-V functional and the def2-TZVPD basis.

Computed properties:
* M: 128.29 g mol⁻¹
* electronic energy: -34708.821 eV
* ΔE to the lowest compared entry with this formula, charge and spin: 0.576 eV
* Kohn-Sham gap: 9.15 eV

Last column: natural (NBO) charge in e.
Cartesian coordinates (Å):
S  -2.9809  1.6854  0.5360  -0.12
S  -3.4027  -0.1920  1.2841  -0.13
H  -1.6450  1.6423  0.4452  0.13
H  -2.6164  -0.9507  0.5035  0.13
C  1.6960  -0.5671  -1.5563  -0.73
S  0.5115  0.5845  -0.8128  0.14
C  0.5744  0.0809  0.9519  -0.74
H  2.4183  -0.8226  -0.7894  0.22
H  2.2393  -0.0208  -2.3288  0.23
H  1.2491  -1.4196  -2.0345  0.21
H  1.5017  -0.4446  1.1296  0.22
H  0.7268  0.9915  1.5211  0.23
H  -0.2721  -0.5672  1.1504  0.22


[6]
Computed, not measured: a cluster of 2 separate species, C2H8S3 in total, with the ωB97M-V functional and the def2-TZVPD basis.

Computed properties:
* M: 128.29 g mol⁻¹
* electronic energy: -34708.698 eV
* ΔE to the lowest compared entry with this formula, charge and spin: 0.699 eV
* Kohn-Sham gap: 8.77 eV

Last column: natural (NBO) charge in e.
Cartesian coordinates (Å):
S  -0.1186  1.2554  -3.9284  -0.14
S  1.2984  1.8042  -2.4926  -0.15
H  -0.1345  -0.0897  -3.8301  0.15
H  1.7052  0.6673  -1.8941  0.15
C  0.4833  -0.5582  1.8805  -0.63
C  -0.9614  -0.6094  1.4355  -0.52
S  -1.4829  0.7894  0.4026  -0.04
H  1.1137  -1.0694  1.1403  0.20
H  0.6536  -1.1446  2.7844  0.22
H  0.9197  0.4396  1.9000  0.22
H  -1.1476  -1.5741  0.9720  0.21
H  -1.6709  -0.5282  2.2603  0.22
H  -0.6581  0.6178  -0.6305  0.11